A structure of composition C15H17AsN4O6PdS4 at a distorted geometry, computed with ωB97M-V/def2-TZVPD.

Values from the calculation:
Total charge   -2
Spin multiplicity   3
HOMO (spin up / spin down)   -1.76 / -2.36 eV
E_LUMO (spin up / spin down)   4.3708 / 4.3631 eV

```
48
Properties=species:S:1:pos:R:3:lowdin_spin:R:1
Pd -0.22 -0.46 -0.54 1.3037
S 2.24 0.02 -0.94 0.1790
C 1.82 1.67 -0.99 0.0238
S 0.15 1.99 -0.77 0.1941
C 2.76 2.71 -1.13 0.0057
C 2.40 4.08 -0.96 0.0068
N 2.15 5.20 -0.80 0.0041
C 4.15 2.46 -1.40 0.0058
N 5.27 2.31 -1.63 0.0029
O -4.57 -0.18 -2.18 0.0021
As -2.82 -0.62 -1.92 -0.0015
O -2.04 0.50 -2.83 0.0052
O -2.59 -0.54 -0.27 0.0627
C -3.01 -2.43 -2.66 0.0001
C -4.19 -2.75 -3.31 -0.0002
C -4.37 -4.01 -3.86 0.0005
C -3.38 -4.98 -3.74 -0.0001
C -2.20 -4.68 -3.08 0.0004
C -2.00 -3.41 -2.55 -0.0001
S -0.41 -3.01 -1.84 0.0046
O -0.06 -1.75 -2.52 0.0399
O 0.46 -4.13 -2.15 0.0090
O -0.64 -2.80 -0.41 0.0396
H -4.55 0.78 -2.04 0.0000
H -4.96 -1.99 -3.40 0.0000
H -5.29 -4.25 -4.38 0.0000
H -3.53 -5.97 -4.16 0.0000
H -1.39 -5.40 -2.99 0.0000
C 0.64 3.71 3.90 0.0003
C 0.24 3.29 2.48 0.0016
N -0.24 1.92 2.41 0.0066
C 0.54 0.82 2.36 0.0207
S -0.21 -0.69 2.14 0.0703
N 1.85 1.02 2.56 0.0078
C 2.87 -0.02 2.50 0.0009
C 3.72 -0.02 3.77 0.0003
H 1.03 4.73 3.89 0.0001
H 1.41 3.05 4.30 0.0000
H -0.23 3.67 4.56 0.0000
H 1.07 3.44 1.78 0.0010
H -0.57 3.92 2.12 0.0004
H -1.16 1.75 2.06 -0.0002
H 2.19 1.95 2.36 0.0002
H 3.49 0.13 1.62 0.0014
H 2.36 -0.97 2.38 0.0003
H 4.26 0.92 3.88 0.0000
H 4.46 -0.83 3.72 0.0000
H 3.10 -0.17 4.65 0.0001
```


A structure of composition C23H29N3O3S at a distorted geometry, computed with ωB97M-V/def2-TZVPD.

Values from the calculation:
Total charge   0
HOMO   -7.77 eV
E_LUMO   -0.6690 eV

```
59
Properties=species:S:1:pos:R:3:mulliken_charge:R:1
C 0.39 -6.16 0.47 -1.6354
C 0.60 -4.69 0.14 0.9148
C 1.16 -3.76 1.08 -0.6089
C 1.15 -2.52 0.88 -0.1074
C 0.65 -2.10 -0.43 0.2163
C 0.00 -2.84 -1.19 0.5758
C -0.11 -4.25 -0.87 -0.7081
H -0.48 -4.73 -1.91 0.1616
H -0.37 -2.29 -2.25 0.1375
C 0.72 -0.52 -0.58 0.1215
O -0.18 0.25 -1.32 -0.9255
N 1.58 0.29 -0.04 -0.1015
C 2.14 1.34 -0.08 0.8569
C 3.46 1.90 0.10 -1.2363
C 4.56 0.93 -0.17 0.6682
C 5.82 1.30 0.19 0.4173
C 6.82 0.10 -0.06 -0.9328
C 6.13 -0.98 -0.28 -0.4949
S 4.57 -0.66 -0.44 -0.1049
H 6.58 -1.84 -0.41 0.5943
H 7.81 0.36 -0.15 0.4395
C 6.21 2.83 0.51 -1.2289
H 7.41 2.88 0.49 0.3363
H 5.83 3.15 1.45 0.3528
H 6.02 3.57 -0.69 0.2781
H 3.76 2.88 0.15 0.6516
C 1.20 2.51 0.18 0.2020
O 1.59 3.85 0.76 -0.7948
N -0.09 2.53 -0.28 0.0770
H -0.18 1.69 -0.86 0.3600
C -1.05 3.66 -0.31 -1.0149
C -2.36 2.89 0.18 -0.2591
H -2.03 2.42 1.24 0.1801
C -3.02 1.84 -0.71 -1.2552
N -4.23 1.30 -0.13 0.1288
C -3.84 0.44 0.78 0.0789
C -5.15 -0.28 1.19 -1.0085
O -6.10 -0.67 0.64 -0.2476
C -6.40 0.43 -0.48 -0.9025
C -5.23 1.04 -1.07 -1.1647
H -5.29 1.68 -1.64 1.0282
H -4.81 0.19 -1.55 0.4496
H -7.18 -0.05 -1.21 0.2792
H -6.91 1.06 0.09 0.5258
H -5.09 -1.10 1.91 0.3591
H -5.47 0.45 1.97 0.3352
H -3.13 0.46 1.57 0.5079
H -3.26 -0.72 0.22 -0.0832
H -3.26 2.65 -1.67 0.2102
H -2.41 1.27 -0.98 0.7668
H -3.01 3.75 0.53 0.3020
H -0.66 4.38 0.35 0.4308
H -1.09 4.06 -1.34 0.3428
H 2.41 -0.50 0.63 -0.0805
H 1.61 -1.93 1.81 0.2283
H 1.40 -4.18 2.25 0.1448
H 1.12 -6.57 0.97 0.5753
H 0.30 -6.70 -0.50 0.3500
H -0.58 -6.29 0.89 0.3102
```


An isolated molecule of C7H14BrClOSi2 at a distorted geometry, computed with ωB97M-V/def2-TZVPD.

Values from the calculation:
Structure (SMILES)   C[Si](C)(C)O[Si@](C)(C#CBr)CCl
Total charge   0
HOMO   -9.62 eV
E_LUMO   0.4928 eV

```
26
Properties=species:S:1:pos:R:3:mulliken_charge:R:1
C 0.32 0.36 2.77 -0.8115
C 1.05 0.42 3.73 0.7203
C -2.30 0.49 0.94 -0.9701
C 0.62 -1.12 -2.67 -1.0694
C -0.24 1.82 -1.85 -1.2178
C 2.59 0.74 -0.96 -1.0806
C -1.27 -2.12 2.01 -0.5443
O 0.20 -0.47 0.03 0.1296
Si -0.72 -0.41 1.36 0.2369
Si 0.79 0.26 -1.36 0.4421
Cl -2.53 -2.78 1.07 -0.1976
Br 1.95 0.99 5.22 -0.0589
H -2.14 1.05 -0.04 0.1446
H -3.10 -0.18 0.64 0.3474
H -2.69 1.16 1.68 0.3631
H 1.08 -2.09 -2.51 0.3477
H -0.47 -1.32 -2.96 0.2688
H 1.12 -0.83 -3.67 0.3164
H -0.50 2.18 -0.93 0.4008
H 0.50 2.47 -2.33 0.3575
H -1.20 1.67 -2.38 0.3097
H 3.06 0.40 -1.82 0.3470
H 2.71 1.82 -0.82 0.3393
H 3.19 0.27 -0.08 0.2822
H -1.50 -1.99 3.10 0.3135
H -0.50 -2.78 1.83 0.2833
```


A cluster of 2 separate species, C3H7NSi in total at a distorted geometry, computed with ωB97M-V/def2-TZVPD.

Values from the calculation:
Total charge   0
HOMO (spin up / spin down)   -8.27 / -8.02 eV
E_LUMO (spin up / spin down)   -0.7753 / 0.0240 eV

```
12
Properties=species:S:1:pos:R:3:mulliken_charge:R:1
C -2.34 0.99 -0.92 -0.2650
C 2.03 1.34 0.46 -0.9910
C -0.99 -1.70 0.65 -0.9177
N -2.57 1.16 0.29 -0.4051
Si -1.08 0.14 0.11 0.2114
H -2.93 1.33 -1.69 0.4481
H 1.91 2.39 0.48 0.3257
H 2.13 0.76 1.35 0.3291
H 2.23 0.85 -0.45 0.3406
H -0.01 -1.94 0.69 0.2962
H -1.49 -1.79 1.64 0.3112
H -1.50 -2.50 0.01 0.3166
```


A structure of composition C32H27N2Pt, computed with ωB97M-V/def2-TZVPD.

Values from the calculation:
Total charge   +1
HOMO   -10.77 eV
E_LUMO   -3.4651 eV

```
62
Properties=species:S:1:pos:R:3:mulliken_charge:R:1
Pt -0.33 -0.08 1.12 0.5669
C 0.55 0.91 3.16 -0.3546
C 1.03 -0.38 2.91 -0.9073
C -0.09 -1.28 2.90 -0.3248
C -1.26 -0.49 3.27 -0.5127
C -0.86 0.83 3.43 -0.6447
H 1.14 1.81 3.16 0.4900
H 2.06 -0.65 2.73 0.5594
H -0.05 -2.36 2.85 0.5805
H -2.26 -0.88 3.40 0.6340
H -1.50 1.66 3.65 0.5200
C -1.78 3.27 -2.07 -0.5447
C -2.18 3.30 -0.75 -0.9163
C -1.74 2.31 0.11 -0.3819
N -0.93 1.32 -0.30 1.4079
C -0.55 1.28 -1.58 -0.0668
C -0.96 2.23 -2.50 -0.9559
H -2.11 4.03 -2.77 0.4402
H -2.82 4.08 -0.37 0.5032
H -2.04 2.29 1.15 0.3143
H 0.09 0.46 -1.86 0.4076
H -0.63 2.15 -3.52 0.4944
C -1.59 -1.39 0.06 -1.2054
C -3.00 -1.34 0.55 0.0143
C -3.89 -0.40 0.05 -0.1025
C -5.20 -0.34 0.50 -1.0653
C -5.63 -1.26 1.46 0.4997
C -4.76 -2.23 1.94 -0.7992
C -3.46 -2.27 1.48 -0.3124
C -6.99 -1.20 1.94 -0.0706
N -8.07 -1.15 2.33 -0.4614
H -1.52 -1.10 -0.98 0.6066
H -1.15 -2.38 0.17 0.7818
H -3.56 0.30 -0.72 0.4730
H -5.89 0.39 0.11 0.4798
H -5.12 -2.96 2.66 0.4858
H -2.78 -3.04 1.85 0.4338
C 3.96 -2.32 -4.13 -0.4532
C 3.92 -1.01 -3.67 -0.8745
C 3.17 -0.67 -2.55 0.0074
C 2.44 -1.65 -1.87 0.6083
C 2.47 -2.96 -2.36 -0.6046
C 3.23 -3.30 -3.47 -0.6901
C 1.54 -1.37 -0.73 0.6737
C 1.39 -0.29 0.03 -1.6628
C 2.40 0.79 0.19 1.3723
C 2.11 2.15 0.37 -0.3307
C 3.12 3.08 0.55 -0.9786
C 4.45 2.68 0.59 -0.5180
C 4.75 1.33 0.46 -0.8560
C 3.74 0.40 0.27 -0.2963
H 4.56 -2.57 -5.00 0.4008
H 4.48 -0.24 -4.19 0.4083
H 3.15 0.36 -2.23 0.4536
H 1.90 -3.72 -1.85 0.4221
H 3.25 -4.32 -3.82 0.4020
H 0.83 -2.18 -0.59 0.0636
H 1.08 2.50 0.36 0.5904
H 2.87 4.13 0.67 0.4416
H 5.23 3.41 0.74 0.4195
H 5.78 1.00 0.51 0.4473
H 3.99 -0.65 0.19 0.4876
```


A cluster of 2 separate species, C10H20OSi2 in total at a distorted geometry, computed with ωB97M-V/def2-TZVPD.

Values from the calculation:
Total charge   0
HOMO   -8.16 eV
E_LUMO   -1.1726 eV

```
33
Properties=species:S:1:pos:R:3:mulliken_charge:R:1
C 4.63 0.64 -1.00 -0.4763
C 3.57 0.51 -0.12 -0.2993
C 5.76 -0.22 -0.50 -0.4627
C 3.74 -0.48 1.06 -0.5867
C 5.34 -0.67 0.97 -0.5394
C -4.59 0.63 0.24 -0.7516
C -4.39 0.02 -1.14 -0.4819
C -3.22 0.93 0.87 -0.6596
C -3.44 -1.17 -1.15 -0.5985
C -2.19 -0.22 0.72 -0.1455
O -2.20 -0.74 -0.65 -0.3093
Si 0.09 1.23 -1.13 0.2167
Si -0.39 0.31 0.94 0.2314
H 4.75 1.17 -1.98 0.3509
H 5.93 -1.22 -1.11 0.2104
H 6.66 0.42 -0.49 0.2916
H 3.37 -0.12 2.02 0.2801
H 3.14 -1.36 0.82 0.2624
H 5.51 -1.77 1.01 0.2448
H 6.05 0.02 1.62 0.2732
H -5.21 1.52 0.10 0.3205
H -5.03 -0.07 0.84 0.3562
H -5.36 -0.31 -1.51 0.3708
H -4.01 0.70 -2.02 0.2285
H -2.73 1.96 0.51 0.2123
H -3.09 1.10 1.97 0.3895
H -3.74 -2.11 -0.77 0.3878
H -3.21 -1.31 -2.28 0.2181
H -2.41 -1.00 1.42 0.5019
H -1.36 1.49 -1.42 -0.1158
H 2.72 1.17 -0.19 0.3842
H 0.22 -0.77 1.68 -0.1666
H -0.40 1.16 2.13 -0.1380
```


A structure of composition C30H57As3BrCuN6O2SSb at a distorted geometry, computed with ωB97M-V/def2-TZVPD.

Values from the calculation:
Total charge   0
Spin multiplicity   2
HOMO (spin up / spin down)   -7.23 / -6.90 eV
E_LUMO (spin up / spin down)   0.0821 / -3.7229 eV

```
102
Properties=species:S:1:pos:R:3:lowdin_spin:R:1
Cu 0.55 -0.05 -3.50 0.0418
C 1.58 -0.20 3.82 0.0561
As 2.25 1.14 2.49 0.2738
C 4.21 0.86 2.68 0.0571
C 1.97 2.86 3.54 0.0237
C 1.42 4.12 2.79 0.0010
C 1.32 5.18 3.95 0.0002
C 0.00 3.77 2.28 0.0172
As -0.04 2.56 0.62 0.2638
C -2.04 2.16 0.73 0.0540
C -0.12 3.95 -0.82 0.0682
C 2.35 4.60 1.70 -0.0009
As 2.23 6.26 0.50 0.0015
C 4.21 6.49 0.06 0.0004
C 2.37 7.67 1.88 0.0000
H 2.41 -0.44 4.53 0.0082
H 1.40 -1.15 3.30 0.0011
H 0.64 0.14 4.28 0.0007
H 4.31 -0.17 3.01 0.0018
H 4.82 1.48 3.33 0.0050
H 4.41 0.95 1.59 0.0011
H 2.96 3.13 4.05 0.0035
H 1.37 2.59 4.37 0.0014
H 0.92 4.59 4.80 0.0000
H 0.66 6.06 3.81 0.0002
H 2.32 5.48 4.15 0.0001
H -0.62 4.67 2.13 0.0049
H -0.46 3.09 3.03 -0.0006
H -2.56 2.87 1.42 0.0062
H -2.14 1.19 1.15 0.0004
H -2.56 2.22 -0.24 0.0015
H -0.18 4.92 -0.34 0.0074
H -0.87 3.68 -1.55 0.0023
H 0.86 3.88 -1.33 0.0012
H 2.45 3.85 0.92 -0.0010
H 3.34 4.76 2.14 0.0002
H 4.45 5.56 -0.50 0.0002
H 4.80 6.71 1.01 0.0001
H 4.23 7.34 -0.59 0.0000
H 1.31 7.70 2.29 0.0000
H 2.61 8.64 1.48 0.0000
H 3.03 7.49 2.72 0.0000
Br -5.85 -2.57 -3.28 0.0000
C -5.31 -0.87 -3.93 0.0000
C -6.18 0.22 -4.18 0.0000
N -5.68 1.44 -4.54 0.0000
C -4.33 1.54 -4.49 0.0000
C -3.40 0.48 -4.31 0.0002
C -3.95 -0.85 -4.22 0.0000
C -1.93 0.82 -4.04 0.0003
O -1.58 1.99 -3.93 -0.0001
O -1.17 -0.26 -4.03 0.0022
H -7.28 0.20 -4.08 0.0000
H -3.91 2.53 -4.48 0.0000
H -3.33 -1.68 -4.14 0.0000
C -2.17 -2.83 4.95 0.0000
C -1.33 -2.84 3.67 0.0000
Sb -2.20 -4.04 2.00 0.0000
C -2.44 -6.08 2.42 0.0000
C -2.62 -6.42 3.91 0.0000
C -4.32 -3.38 2.29 0.0000
C -4.51 -2.02 1.72 0.0000
H -1.72 -2.13 5.68 0.0000
H -2.14 -3.79 5.46 0.0000
H -3.19 -2.49 4.71 0.0000
H -0.26 -3.12 3.79 0.0000
H -1.37 -1.86 3.12 0.0000
H -1.44 -6.47 2.03 0.0000
H -3.17 -6.32 1.70 0.0000
H -1.67 -6.67 4.45 0.0000
H -3.25 -7.34 3.96 0.0000
H -3.21 -5.68 4.39 0.0000
H -4.44 -3.62 3.35 0.0000
H -4.83 -4.13 1.71 0.0000
H -3.69 -1.39 2.02 0.0000
H -5.51 -1.64 1.85 0.0000
H -4.38 -2.04 0.61 0.0000
C 2.47 -1.93 -4.76 -0.0001
N 1.40 -2.01 -3.71 0.0038
C 0.35 -2.99 -4.18 0.0000
N 0.83 -4.30 -4.41 0.0002
C 1.92 -4.10 -5.44 0.0000
N 3.05 -3.23 -5.05 0.0002
C 3.63 -3.78 -3.83 0.0000
N 2.60 -3.89 -2.80 0.0002
C 2.06 -2.59 -2.57 0.0000
C 1.52 -4.82 -3.21 0.0000
H 3.18 -1.25 -4.29 -0.0001
H 2.00 -1.50 -5.68 -0.0001
H 0.01 -2.54 -5.11 0.0000
H -0.40 -3.08 -3.32 0.0000
H 1.47 -3.74 -6.36 0.0000
H 2.17 -5.15 -5.65 0.0000
H 4.54 -3.23 -3.51 0.0000
H 3.91 -4.82 -4.02 0.0000
H 2.69 -1.81 -2.15 -0.0001
H 1.28 -2.56 -1.78 0.0000
H 0.87 -4.83 -2.36 0.0000
H 1.90 -5.81 -3.52 0.0000
S 3.67 1.95 -0.96 0.0600
C 2.60 1.63 -2.20 0.0038
N 1.84 1.11 -2.95 0.0260
```


A cluster of 10 separate species, C37H89ClNO10 in total at a distorted geometry, computed with ωB97M-V/def2-TZVPD.

Values from the calculation:
Total charge   +1
HOMO   -11.41 eV
E_LUMO   -4.3418 eV

```
138
Properties=species:S:1:pos:R:3:mulliken_charge:R:1
C 4.48 0.71 -1.92 -0.8548
C 3.63 0.74 -0.54 0.7413
C 2.44 -0.34 -0.65 -0.2069
C 1.26 -0.17 0.45 1.2563
C 1.74 0.28 1.92 0.0139
C 1.00 1.65 2.33 -0.3650
C 1.65 2.98 1.70 -0.0946
C 0.97 3.43 0.29 0.6912
C 0.25 4.84 0.51 -0.5986
C -0.50 5.43 -0.78 -0.8680
C -1.38 4.35 -1.59 -0.0950
C -2.40 3.50 -0.64 -0.2464
C -3.96 3.80 -1.02 -1.0760
C -4.95 3.43 0.24 0.4333
C -4.35 2.02 0.69 -0.6118
N -5.15 0.99 0.44 0.2386
C -4.59 -0.34 0.87 -0.2185
C -5.25 -1.62 0.17 0.3202
O -5.38 -2.64 0.89 -0.4397
Cl -5.78 -1.74 -1.57 -0.1520
C -6.46 1.37 -0.18 -0.4826
C -6.31 2.96 -0.51 -0.8735
H 4.88 1.77 -2.13 0.0496
H 5.37 0.00 -1.86 0.2198
H 3.81 0.38 -2.80 0.3522
H 4.36 0.36 0.28 0.1921
H 3.28 1.79 -0.24 -0.4468
H 1.96 -0.18 -1.69 0.3164
H 2.81 -1.43 -0.66 -0.5005
H 0.75 -1.21 0.56 -0.7126
H 0.44 0.53 0.03 -0.3669
H 2.88 0.30 2.07 0.4553
H 1.35 -0.52 2.66 -0.4943
H 1.05 1.70 3.49 0.4076
H -0.12 1.61 2.07 -0.2447
H 2.78 2.84 1.61 0.0562
H 1.44 3.83 2.46 0.1260
H 0.22 2.66 -0.10 -0.5491
H 1.86 3.59 -0.44 0.1577
H 1.02 5.60 0.88 0.4712
H -0.51 4.71 1.37 0.2046
H 0.26 5.87 -1.51 0.2908
H -1.21 6.27 -0.44 0.1599
H -0.71 3.61 -2.16 -0.1317
H -2.05 4.88 -2.35 0.4775
H -2.23 3.73 0.49 0.1683
H -2.11 2.39 -0.83 0.1434
H -4.09 4.89 -1.32 0.4176
H -4.18 3.06 -1.89 0.2723
H -5.00 4.29 0.98 0.5052
H -3.37 1.73 1.20 0.5808
H -4.62 -0.40 2.01 0.3005
H -3.47 -0.35 0.56 0.3107
H -6.93 0.72 -0.99 0.3980
H -7.23 1.41 0.68 0.2678
H -7.18 3.62 -0.15 0.3754
H -6.32 3.00 -1.66 0.2867
C -0.15 -5.30 0.36 -1.2337
C -0.14 -3.89 -0.20 0.1666
O 1.17 -3.34 -0.14 -0.4255
H 0.20 -5.29 1.40 0.2764
H -1.15 -5.73 0.33 0.3722
H 0.53 -5.94 -0.20 0.3483
H -0.81 -3.24 0.38 0.1761
H -0.48 -3.88 -1.25 0.1262
H 1.75 -3.92 -0.67 0.2022
C 5.08 -5.91 -0.92 -1.0528
C 4.26 -5.18 -1.96 -0.3048
O 3.56 -4.10 -1.35 -0.4349
H 4.44 -6.30 -0.12 0.2553
H 5.62 -6.75 -1.37 0.3639
H 5.81 -5.24 -0.45 0.3422
H 3.52 -5.85 -2.40 0.3194
H 4.90 -4.78 -2.75 0.2299
H 4.22 -3.50 -0.96 0.1707
C -0.28 -3.14 4.46 -0.6355
C 0.71 -2.28 5.24 -0.3948
O 0.10 -1.04 5.60 -0.5063
H -0.61 -2.62 3.56 0.1785
H 0.18 -4.09 4.17 0.0182
H -1.17 -3.34 5.07 0.4368
H 1.58 -2.06 4.62 0.2638
H 1.04 -2.79 6.15 0.3600
H -0.67 -1.25 6.15 0.2881
C 1.38 -8.11 5.25 -1.2199
C 1.04 -6.68 4.89 -0.1071
O 0.13 -6.66 3.79 -0.4644
H 1.83 -8.63 4.39 0.2953
H 2.08 -8.15 6.09 0.3541
H 0.48 -8.67 5.51 0.3582
H 1.93 -6.13 4.60 0.3085
H 0.57 -6.17 5.73 0.2433
H -0.66 -7.14 4.05 0.2540
C -4.99 -5.15 -3.02 -0.8139
C -5.52 -4.39 -4.21 -0.0394
O -5.44 -5.18 -5.38 -0.5353
H -3.95 -5.45 -3.18 0.2556
H -5.04 -4.54 -2.11 0.0942
H -5.56 -6.07 -2.86 0.4070
H -4.93 -3.48 -4.38 0.0603
H -6.57 -4.09 -4.06 0.2573
H -5.97 -5.98 -5.23 0.3105
C 6.44 2.75 0.94 -0.6526
C 7.64 3.12 0.10 -0.3797
O 7.40 2.78 -1.27 -0.5057
H 6.22 1.69 0.86 0.1310
H 6.61 3.00 1.99 0.4237
H 5.55 3.29 0.60 0.1428
H 8.52 2.56 0.43 0.3210
H 7.86 4.19 0.16 0.2581
H 6.63 3.28 -1.56 0.2748
C 1.90 3.77 -4.38 -0.6439
C 1.06 4.48 -5.43 -0.3897
O 0.35 5.56 -4.84 -0.5040
H 1.26 3.39 -3.58 -0.0227
H 2.45 2.93 -4.82 0.3857
H 2.61 4.46 -3.92 0.3251
H 0.34 3.79 -5.87 0.2865
H 1.69 4.87 -6.23 0.3065
H 1.00 6.16 -4.46 0.2895
C -1.71 -2.04 -4.11 -0.6050
C -2.24 -1.28 -5.31 -0.4026
O -2.16 -2.08 -6.48 -0.5283
H -0.67 -2.34 -4.28 0.3007
H -1.76 -1.43 -3.21 0.2201
H -2.28 -2.96 -3.96 0.1208
H -1.65 -0.37 -5.48 0.3412
H -3.28 -0.98 -5.15 0.2487
H -2.69 -2.87 -6.33 0.3070
C -0.68 6.36 5.33 -1.0323
C 0.52 6.72 4.48 -0.3129
O 0.27 6.37 3.12 -0.3920
H -0.90 5.29 5.26 0.2446
H -0.50 6.61 6.38 0.3642
H -1.57 6.89 4.99 0.3232
H 1.40 6.17 4.81 0.2941
H 0.73 7.79 4.54 0.2751
H -0.51 6.87 2.83 0.2335
```